# 1
The following is a DFT calculation (the ωB97M-V functional and the def2-TZVPD basis) of a molecular structure, C56H48N2P3PdSSi.

Properties
2S+1: 3
Energy relative to the best compared isomer or geometry (same formula, charge and spin) in kcal/mol: 30.2
Total energy in eV: -111885.621
LUMO energy (spin up / spin down) in eV: -1.7657 / -3.9016
HOMO level (spin up / spin down) in eV: -7.22 / -9.77
Total charge: +1
Gap between HOMO and LUMO (spin up / spin down) in eV: 5.5 / 5.9

Last column: Mulliken spin population.
Positions of all 112 atoms, in Å:
1 C -2.52070 1.79542 0.62949  0.005
2 H 6.45874 0.15279 4.51069  0.001
3 C 3.86845 2.99076 -0.17513  -0.010
4 H 3.32437 2.21699 2.46815  0.008
5 C -0.12309 -1.25405 -3.75454  -0.017
6 H 0.90016 2.37545 -3.17768  -0.015
7 C -1.81874 -6.11545 -2.95843  0.000
8 C -2.72607 -5.43963 -2.15918  0.002
9 H 3.58553 -2.20070 -0.41364  0.020
10 Si -0.04230 1.77724 -0.69621  0.014
11 H -6.50823 -2.49865 0.62348  0.000
12 C 4.31408 -2.19412 -2.41999  -0.002
13 H -3.12512 -3.65400 -1.04576  0.001
14 H -4.04662 -1.97287 4.08338  0.000
15 H 1.69801 -0.04702 5.95589  0.001
16 H 2.34209 -3.83044 3.05977  0.000
17 C 5.72235 -0.78262 2.72646  -0.008
18 C -4.72141 -1.36844 0.33455  0.007
19 H -2.06477 -7.09088 -3.35699  0.000
20 H -4.36640 -1.25971 -4.33911  0.000
21 H -2.57676 5.50542 1.64245  -0.001
22 H -4.43398 4.02091 2.31634  0.004
23 C -3.79575 1.93624 -3.41692  -0.001
24 C -3.56491 -0.84750 0.91221  0.056
25 C 2.07198 -3.76290 0.92659  0.002
26 H -1.19309 -1.91444 1.67089  0.009
27 C 2.68315 2.25208 -0.20427  0.030
28 C 4.56624 -1.42987 -3.54932  0.007
29 C -3.26292 1.71380 -2.15747  0.045
30 N -1.67491 1.41818 3.94761  0.003
31 H 4.79150 2.52192 0.14034  -0.001
32 H -4.94904 -1.17419 -0.70204  0.002
33 C -2.56261 4.46207 1.35295  -0.027
34 H 2.70878 5.96632 -1.29708  0.000
35 C 0.62737 1.33656 -3.32577  0.035
36 C -4.23346 -1.80923 3.02947  -0.002
37 C 1.73943 -3.45641 2.24261  0.025
38 H 1.60140 -3.51149 -1.13893  0.007
39 H 4.53461 -3.25509 -2.41867  0.000
40 P -2.31075 0.10661 -0.00876  0.082
41 C 0.11320 0.61600 -2.23599  0.103
42 H 4.83816 -1.48355 0.91620  0.001
43 C 3.77925 -1.60163 -1.28793  0.009
44 H 2.91808 -4.40855 0.72333  0.000
45 H 0.42793 -0.94855 -5.79459  0.001
46 H -3.67604 -5.89373 -1.90864  0.000
47 C -0.28280 -4.26738 -2.78000  0.003
48 C 1.50189 2.84951 -0.66821  0.049
49 H 0.63714 4.65247 -1.46060  0.006
50 C -0.20656 -0.76387 -2.44454  -0.008
51 H -0.47967 -2.24453 -3.97597  0.000
52 C 4.88989 1.29217 3.58620  -0.011
53 C -3.58904 2.28749 1.37157  -0.036
54 H 4.79505 4.88921 -0.50390  0.001
55 C 3.87343 4.32313 -0.54994  0.012
56 H 3.54919 1.58378 -2.40498  0.004
57 P 2.68969 0.47117 0.23151  0.090
58 H -0.54648 1.31266 6.10786  0.000
59 H -2.01686 1.67941 3.03444  0.004
60 C -1.50928 3.98068 0.59168  -0.004
61 H 4.91670 2.08449 4.32445  0.000
62 H -6.05809 -2.94128 3.02162  0.001
63 H 2.15013 1.29847 4.90495  -0.002
64 S 0.68907 1.21760 2.77002  0.131
65 H -4.58232 1.05353 -5.20967  0.001
66 C 4.83443 -0.70141 1.66346  0.026
67 C -4.04517 -0.41532 -3.74220  0.004
68 C 0.20959 -2.45688 0.11360  -0.067
69 C -5.61184 -2.11482 1.09387  -0.004
70 H 1.19004 1.39283 -5.39089  0.001
71 H -2.47594 -0.61836 2.75082  -0.003
72 C 1.32671 -3.26338 -0.12539  0.096
73 C -0.59515 -5.53128 -3.25487  0.001
74 C 3.75821 0.52351 -2.39417  0.003
75 H -3.92243 2.95249 -3.76745  0.000
76 C -3.34540 -1.05912 2.27568  0.022
77 H 4.49938 0.53521 -4.39983  0.000
78 C 0.37052 -0.50633 -4.80830  0.025
79 C 4.29344 -0.07155 -3.52688  -0.005
80 C -0.18935 -2.24949 1.45652  0.006
81 C -3.60737 3.62739 1.73838  0.050
82 C -4.17305 0.87488 -4.22390  0.012
83 C -0.35164 1.28086 4.10400  0.002
84 C -2.41576 -4.17385 -1.68305  0.001
85 N 0.11499 1.21351 5.35494  0.006
86 C 2.70428 4.92675 -0.99511  0.001
87 H -0.70396 4.64766 0.31157  0.012
88 C -5.36506 -2.35064 2.43721  0.007
89 C 1.53477 4.18837 -1.06696  -0.011
90 C 0.60132 -2.71918 2.50629  -0.012
91 H 0.28672 -2.53952 3.52668  0.002
92 H 0.67600 -3.83350 -3.03119  0.000
93 C -1.46597 2.63626 0.20932  0.118
94 C -3.06846 0.41681 -1.67407  0.019
95 H -2.98730 2.56838 -1.55991  -0.015
96 H -2.27397 1.60787 4.73569  0.001
97 C 3.48735 -0.23857 -1.25869  0.002
98 H 4.97646 -1.88778 -4.43998  0.001
99 H 1.74160 1.60327 6.60309  0.000
100 C 1.50632 1.00267 5.72669  0.004
101 H -3.45862 -1.65410 -2.13043  0.015
102 C 3.99534 1.37222 2.53166  0.018
103 Pd 0.20538 -0.09844 0.64775  0.866
104 H 0.12438 -6.06326 -3.86474  0.000
105 C 3.96457 0.38005 1.54663  0.026
106 C -1.20333 -3.56144 -2.00059  0.025
107 P -0.97264 -1.91494 -1.19991  0.090
108 H -4.39720 1.62663 1.66332  0.002
109 C 0.78273 0.79469 -4.58539  0.006
110 C -3.50758 -0.63785 -2.48356  -0.001
111 H 6.39648 -1.62686 2.79604  0.000
112 C 5.75703 0.21344 3.68909  0.016

Cartesian forces (eV/Å) of the 2 atoms listed first:
C 0.05 0.13 0.02
H 0.00 0.00 0.00

***

# 2
The following is a DFT calculation (the ωB97M-V functional and the def2-TZVPD basis) of a molecular structure, C56H51FN6O3PS2Sn.

Properties
2S+1: 1
Energy relative to the best compared isomer or geometry (same formula, charge and spin) in kcal/mol: 1.4
Total energy in eV: -113486.314
LUMO energy in eV: -3.2946
HOMO level in eV: -8.40
Total charge: +1
Gap between HOMO and LUMO in eV: 5.1

Last column: Löwdin charge in e.
Positions of all 121 atoms, in Å:
1 H -3.74902 -2.34669 10.05227  0.135
2 H 3.44577 1.59222 -7.52670  0.104
3 H -4.55112 2.05906 -2.44348  0.108
4 H 0.04350 -4.64447 4.15445  0.096
5 C -2.95405 -0.57499 -3.84579  -0.044
6 S -0.63777 -3.18292 -1.26107  0.991
7 H -2.06709 -4.71205 -5.72280  0.084
8 S 3.47903 -4.16167 0.10930  1.115
9 H -4.68657 0.96041 6.49394  0.155
10 N -1.62284 -5.72076 -1.15316  0.088
11 H 2.93111 0.76239 -3.37255  0.063
12 C -3.67534 0.74212 3.60639  0.052
13 H -2.23574 -4.48303 3.15923  0.103
14 H 6.25150 -3.60185 -1.12203  0.108
15 H 4.36151 0.75817 -5.36359  0.101
16 C 0.51245 2.20179 0.32635  -0.325
17 C 0.15204 4.31941 -2.86649  -0.081
18 O -0.46639 -0.17507 2.34994  -0.098
19 Sn -0.27064 0.18736 -0.03422  1.240
20 C 1.54416 2.08167 -6.68020  -0.050
21 H -6.29946 0.08342 4.00042  0.114
22 C -1.75408 -1.88854 9.25381  -0.126
23 C 2.84098 1.60410 -6.63043  -0.076
24 H -3.09421 -6.16343 -5.67743  0.077
25 N 2.18066 -1.94331 -0.12361  0.089
26 N -1.83267 -4.43407 -3.14453  0.099
27 C 0.00856 5.58390 -2.32827  -0.080
28 H -6.18598 -1.03255 6.89454  0.101
29 H -6.94499 0.93210 5.47489  0.113
30 C -0.40211 -3.59592 0.45049  -0.475
31 C 2.54611 1.16044 -4.30352  -0.102
32 C 0.11260 4.62115 -0.13218  -0.049
33 H 3.20246 0.34593 -1.20437  0.094
34 H -2.23574 2.79891 -2.15869  0.110
35 C -1.49212 -0.07936 3.03682  -0.286
36 C -0.02880 5.72827 -0.94723  -0.078
37 H -3.15471 -1.54066 -4.29645  0.104
38 H -5.50369 -1.81636 5.38997  0.113
39 H -0.59961 3.64431 -6.26471  0.089
40 C -0.45340 -2.20098 5.92151  -0.193
41 P 0.36317 1.50974 -2.73450  1.050
42 C -2.65735 -6.65041 -3.08990  -0.015
43 H 2.00639 -4.03034 2.78811  0.114
44 H -1.06491 -5.54564 9.73408  0.138
45 H 1.59519 2.06869 0.46321  0.052
46 H -2.45219 -2.45984 11.26259  0.137
47 H -0.75863 -4.59192 7.59837  0.138
48 F 0.63189 -2.93291 6.27121  0.056
49 H -0.08202 6.44578 -2.97556  0.102
50 H -2.49520 -3.81325 0.80555  0.113
51 H 0.36093 -3.56134 8.49156  0.133
52 H -0.79411 -1.67635 9.74022  0.139
53 H -3.74033 -4.58925 -5.19835  0.087
54 C 2.07453 -3.14939 0.30440  -0.572
55 C -1.63244 -0.17887 -3.68623  -0.286
56 C -0.66259 2.68765 -5.74229  -0.052
57 C -2.70550 -2.61061 10.21464  -0.070
58 N -3.71411 0.10504 4.80415  0.008
59 C -2.22845 -6.72827 -1.78161  -0.115
60 O -3.75329 2.27057 1.37118  0.057
61 C -2.62806 -0.65849 5.19867  -0.114
62 H 5.50449 0.50492 -2.11115  0.106
63 C -4.00620 0.22465 -3.42171  -0.075
64 H -1.26548 2.01995 -6.36144  0.094
65 C 3.35268 1.14271 -5.42596  -0.081
66 C 1.01461 -4.01490 2.35474  -0.040
67 H -3.08898 -4.27652 9.06250  0.184
68 H -0.61054 -4.06175 10.58660  0.137
69 N -2.58678 -4.08902 9.93490  0.050
70 H 0.10316 4.74695 0.94309  0.109
71 C -2.43102 -5.45005 -3.75872  -0.322
72 H 1.14664 2.44957 -7.61904  0.115
73 H 0.33288 -1.05973 -3.47233  0.051
74 C -0.52488 -1.08302 -4.15031  -0.070
75 H -3.01655 -4.63841 10.67986  0.186
76 C -1.37371 1.06702 -3.09624  -0.370
77 C 3.87189 -0.50506 -1.18800  -0.022
78 C 5.15175 -0.42711 -1.69155  -0.077
79 C -6.21820 0.24718 5.06427  -0.076
80 C -2.85558 -5.22763 -5.17705  -0.023
81 H -2.18709 -0.93234 8.97279  0.131
82 C 4.29594 -2.82363 -0.62625  -0.462
83 H 7.00229 -1.45602 -2.07446  0.105
84 H 0.11672 2.50797 1.29877  0.043
85 C -1.35907 -4.25529 2.56768  -0.074
86 H -0.87970 -2.11124 -4.20194  0.048
87 C -2.43173 1.85765 -2.65322  -0.097
88 C -1.14649 -4.46132 9.72722  -0.072
89 H -3.47575 -1.25907 7.07749  0.110
90 C -4.85366 0.27352 5.67209  -0.264
91 C 1.23613 1.64667 -4.34045  -0.313
92 C 0.72272 2.12301 -5.55327  -0.265
93 C -2.61307 -1.32029 6.43079  0.058
94 N -1.58051 -2.73848 8.08364  -0.103
95 C 3.43812 -1.72068 -0.65937  -0.296
96 C 0.28425 3.33399 -0.65334  -0.304
97 C -1.46396 -4.62717 -1.87754  -0.615
98 H -5.02638 -0.11245 -3.55092  0.100
99 H -0.15555 -0.78691 -5.13591  0.088
100 O -2.24250 0.97119 0.37856  -0.199
101 C -3.74463 1.44131 -2.81303  -0.071
102 H -4.53069 1.35880 3.36557  0.146
103 C -2.90236 1.39789 1.38407  -0.600
104 H 0.17393 4.20159 -3.94179  0.086
105 H -1.20335 2.84487 -4.81479  0.048
106 H 0.39183 -1.66055 4.04271  0.138
107 C 0.26657 3.19279 -2.04995  -0.329
108 C -0.08973 -4.34105 3.12412  -0.095
109 C -1.53359 -0.77312 4.33669  -0.036
110 C -1.52736 -2.08992 6.81418  -0.139
111 H -2.36557 -7.63775 -1.20762  0.111
112 C 5.59178 -2.74618 -1.13666  -0.086
113 C -5.75847 -0.90315 5.91019  -0.097
114 H -3.14065 -7.48469 -3.57463  0.108
115 C -1.50838 -3.87854 1.24422  -0.091
116 H -0.15428 6.70787 -0.50484  0.103
117 C 6.00307 -1.54234 -1.66965  -0.081
118 C 0.86803 -3.62698 1.02497  -0.233
119 C -0.68884 -3.84968 8.39272  -0.134
120 C -2.66757 0.66859 2.69887  -0.010
121 C -0.45199 -1.56521 4.71265  0.080

Cartesian forces (eV/Å) of the 2 atoms listed first:
H 0.02 0.04 -0.01
H 0.03 -0.01 -0.03

***

# 3
The following is a DFT calculation (the ωB97M-V functional and the def2-TZVPD basis) of a molecular structure, C56H52MoN5O4P2S3.

Properties
2S+1: 1
Energy relative to the best compared isomer or geometry (same formula, charge and spin) in kcal/mol: 0.0
Total energy in eV: -127490.252
LUMO energy in eV: -3.0839
HOMO level in eV: -9.84
Total charge: +1
Gap between HOMO and LUMO in eV: 6.8

Last column: Löwdin charge in e.
Positions of all 123 atoms, in Å:
1 C 3.95885 -0.65549 1.21740  -0.357
2 C 2.16005 1.02591 -3.46560  -0.151
3 H 2.73975 4.97181 3.32000  0.113
4 H -3.76165 4.30841 2.34940  0.106
5 N -1.31735 -0.88479 -3.90450  0.161
6 C 6.34265 -0.79419 1.10910  -0.046
7 H -4.88375 2.49011 -0.56620  0.103
8 H -2.56255 -0.40129 6.56390  0.109
9 H 3.41975 2.23711 -0.56310  0.107
10 H 2.45185 -3.15539 3.14330  0.034
11 C 2.26095 -3.04759 -1.69490  -0.134
12 H -7.03035 3.37581 -3.34420  0.100
13 H -1.44585 -4.23289 -3.86940  0.105
14 C -4.43105 2.45621 -1.54500  -0.014
15 H 3.61405 -4.99909 -4.09010  0.109
16 C -4.08625 0.13181 0.85820  -0.044
17 C -2.38465 -0.71729 4.45330  -0.073
18 C 2.70605 -1.79849 -2.11870  -0.326
19 N -6.54405 2.97101 -2.56330  0.119
20 C -0.80335 -0.72429 -2.70680  -0.524
21 H -1.92185 -2.21519 -5.33020  0.121
22 O 0.59105 -2.16979 1.20020  -0.748
23 H 5.03635 0.07641 -1.88480  0.109
24 O -0.41125 1.58311 -4.42560  -0.286
25 C -5.45085 0.00011 0.73960  -0.087
26 C -1.23825 -3.23189 -3.53450  -0.035
27 H -1.98295 -0.80619 2.34270  0.057
28 H -1.39775 -5.76449 2.69290  0.075
29 C -1.30005 4.55361 0.04870  -0.063
30 H -2.48505 2.28051 2.92700  0.099
31 H -2.41215 -4.78859 3.75310  0.084
32 H 5.16695 -1.19069 2.87800  0.115
33 N -0.47435 -1.74429 -1.84530  -0.074
34 H 3.36005 -4.65059 3.00030  0.091
35 H -0.96815 5.18201 -0.76050  0.115
36 H 3.85035 -0.77219 -3.63080  0.101
37 S 0.12845 -3.61319 1.30270  0.975
38 C 5.17165 -0.90589 1.83560  -0.079
39 H -5.56885 -2.32439 -1.70720  0.108
40 C -3.21075 -0.64279 0.06620  -0.367
41 C -0.60095 3.40041 0.34800  -0.145
42 C -3.26915 2.35861 -4.07050  -0.048
43 C 3.87375 -0.36439 -0.13600  -0.322
44 H 1.65525 -3.10489 -0.79790  0.040
45 C -1.02955 2.57151 1.38280  -0.381
46 H 0.68625 3.97201 2.45580  0.110
47 H -0.78055 1.30621 6.62470  0.110
48 C -5.15575 -1.64879 -0.97250  -0.072
49 C -1.03745 0.83151 5.68930  -0.058
50 H 1.64435 0.16641 -3.87200  0.104
51 H -7.07115 -0.99029 -0.26000  0.105
52 C 3.80405 -2.87199 -3.97120  -0.055
53 H -3.66285 0.84551 1.54730  0.089
54 H -0.09375 -3.82819 3.71710  0.089
55 H 2.10405 2.07811 -5.31590  0.116
56 C -3.08865 2.17761 -1.67630  -0.066
57 C -1.84145 -4.77899 2.82670  -0.124
58 C 1.63035 -4.60369 1.75220  -0.338
59 H 4.67845 1.16011 3.20880  0.111
60 C 2.42485 2.10681 -4.28670  -0.068
61 H 1.26065 -5.62909 1.77380  0.092
62 C -0.69805 0.58691 3.31830  -0.334
63 C -4.61065 2.65361 -3.94540  -0.017
64 C -2.51335 2.13491 -2.93340  -0.282
65 H -2.78775 2.31451 -5.03520  0.116
66 H -3.13525 -2.12749 -1.48810  0.091
67 C 5.06665 -0.21389 -0.84530  -0.065
68 C 3.35595 -4.10859 -3.53970  -0.066
69 H 0.37875 1.96791 4.56950  0.109
70 N -1.89345 -0.54509 0.17690  -0.141
71 H 7.29315 -0.99339 1.57880  0.113
72 C 2.35655 -4.23229 3.02670  -0.113
73 P 2.26165 -0.37269 -1.04610  1.057
74 C -1.51095 -2.12769 -4.33480  -0.068
75 C -0.37695 1.19791 4.52850  -0.058
76 C 1.56325 3.35301 2.58460  -0.065
77 H -2.52975 -4.58979 2.00430  0.075
78 H 1.86885 -4.63069 3.90980  0.075
79 C -0.74665 -2.98849 -2.26500  -0.121
80 C 1.52335 1.99061 2.28230  -0.348
81 C 3.07625 3.21821 -3.78030  -0.056
82 P 0.01155 1.11481 1.70780  0.998
83 C -2.16665 2.90811 2.10740  -0.092
84 H -5.21395 2.84891 -4.81930  0.112
85 H 4.74405 3.58191 3.72140  0.113
86 S -0.77185 1.82921 -3.06430  0.658
87 Mo -0.14525 -0.48639 -0.24370  1.195
88 H 2.22325 -5.15609 -2.05550  0.108
89 C -5.21145 2.71191 -2.67950  -0.313
90 C 2.66545 1.22721 2.50370  -0.353
91 C -0.78825 -3.69049 2.89340  -0.346
92 C 3.42165 3.27271 -2.43930  -0.063
93 H -6.09575 0.60241 1.36230  0.110
94 C -1.71135 -0.36849 3.29470  -0.139
95 H -6.91625 3.15871 -1.65070  0.096
96 H 4.40555 -2.79809 -4.86400  0.112
97 H -0.56985 -3.78699 -1.55320  0.098
98 H -2.46855 2.00001 -0.81210  0.084
99 C -3.78935 -1.53869 -0.86080  -0.010
100 C 6.28525 -0.40259 -0.22100  -0.045
101 H 2.29805 -4.49699 0.89850  0.074
102 N -0.54015 0.44691 -2.12360  -0.200
103 H -3.19025 -1.43849 4.41340  0.112
104 O -0.03805 2.85861 -2.37880  -0.291
105 C 2.54055 1.05811 -2.12890  -0.384
106 C -2.04145 -0.12439 5.65840  -0.065
107 C -2.87065 4.05911 1.79260  -0.072
108 C -5.99955 -0.89159 -0.16990  -0.075
109 C 3.48915 -1.72299 -3.26840  -0.079
110 C 3.81935 1.78561 3.01860  -0.045
111 C 3.85015 3.14041 3.30760  -0.045
112 H 7.19775 -0.25549 -0.77800  0.113
113 O 2.84495 -1.16869 3.52290  -0.470
114 C -2.43365 4.88761 0.77320  -0.069
115 H 3.31945 4.04371 -4.43150  0.110
116 H 0.27285 3.13201 -0.23330  0.089
117 H -1.24705 -2.70809 2.98680  0.054
118 C 3.14585 2.20161 -1.61150  -0.096
119 C 2.72385 3.91781 3.08690  -0.049
120 H -2.97235 5.79421 0.54400  0.108
121 H 3.91345 4.14701 -2.03560  0.109
122 S 2.47195 -0.55359 2.24090  0.923
123 C 2.57995 -4.19549 -2.39620  -0.072

Cartesian forces (eV/Å) of the 2 atoms listed first:
C -0.37 -0.03 -0.23
C 0.20 -0.05 0.17